Entry 1:
One molecule with the formula C6H9NOS, computed with ωB97M-V/def2-TZVPD.

Positions of all 18 atoms, in Å:
C1 -0.182 0.112 -0.959
C2 -0.492 0.179 0.333
C3 1.384 -0.660 -0.958
C4 -0.736 0.823 -2.149
C5 -1.672 0.557 1.069
C6 2.666 -1.212 1.132
N1 1.548 -0.747 0.348
O1 0.479 -0.329 1.167
S1 2.253 -1.090 -2.256
H1 -1.382 1.592 -1.856
H2 -1.351 0.052 -2.637
H3 0.043 1.022 -2.762
H4 -1.514 1.106 1.930
H5 -2.211 -0.233 1.515
H6 -2.271 1.041 0.311
H7 2.387 -1.750 1.970
H8 3.311 -1.576 0.378
H9 3.032 -0.296 1.624

The total charge is 0. As for the HOMO-LUMO gap: 8.9938 eV. Its HOMO energy is -0.302 Eh. The relative energy (zero: lowest compared OMol25 entry of this formula, charge and spin) comes out at 46.25 kcal per mole. Its SMILES is Cc1on(C)c(=S)c1C.

Partial charges, Löwdin, in e:
1. C -0.107
2. C -0.313
3. C -0.738
4. C -0.040
5. C 0.005
6. C 0.016
7. N -0.169
8. O 0.039
9. S 0.622
10. H 0.063
11. H 0.098
12. H 0.029
13. H 0.069
14. H 0.085
15. H 0.095
16. H 0.071
17. H 0.065
18. H 0.109



Entry 2:
A 2-piece molecular cluster, C3H3O4S overall, computed with ωB97M-V/def2-TZVPD.

Positions of all 11 atoms, in Å:
C1 0.983 -0.564 -1.635
C2 1.006 -1.133 -0.453
C3 3.912 0.449 0.535
O1 3.416 1.510 0.484
O2 4.533 -0.512 0.562
O3 0.600 -3.707 -0.621
O4 -0.328 -2.446 1.340
S1 -0.218 -2.575 -0.116
H1 1.822 0.186 -1.869
H2 0.347 -0.708 -2.520
H3 1.812 -0.673 0.182

The total charge is -1. As for the HOMO-LUMO gap: 6.1308 eV. Its HOMO energy is -0.118 Eh. The relative energy (zero: lowest compared OMol25 entry of this formula, charge and spin) comes out at 24.17 kcal per mole.

Partial charges, Löwdin, in e:
1. C -0.146
2. C -0.313
3. C -0.445
4. O 0.176
5. O 0.219
6. O -0.585
7. O -0.598
8. S 0.567
9. H 0.046
10. H 0.035
11. H 0.043



Entry 3:
A 2-piece molecular cluster, ClH2N2P overall, computed with ωB97M-V/def2-TZVPD.

Positions of all 6 atoms, in Å:
N1 1.325 0.369 -0.851
N2 1.286 0.030 0.322
P1 1.540 0.912 -2.215
Cl1 -1.723 -0.020 -1.824
H1 0.608 -0.688 0.660
H2 -1.812 -0.997 -1.053

The total charge is 0. As for the HOMO-LUMO gap: 8.1347 eV. Its HOMO energy is -0.303 Eh. The relative energy (zero: lowest compared OMol25 entry of this formula, charge and spin) comes out at 68.40 kcal per mole.

Partial charges, Löwdin, in e:
1. N -0.793
2. N -0.010
3. P 0.723
4. Cl 0.283
5. H 0.071
6. H -0.274



Entry 4:
A 3-piece molecular cluster, C5H17NO2 overall, computed with ωB97M-V/def2-TZVPD.

Positions of all 25 atoms, in Å:
C1 -0.478 2.128 1.656
C2 -0.117 1.002 0.684
C3 0.354 1.574 -0.651
C4 0.665 0.555 -1.730
C5 -0.481 -0.429 -2.042
N1 0.977 0.205 1.274
H1 -1.349 1.926 2.277
H2 0.377 2.293 2.315
H3 -0.676 3.056 1.118
H4 -0.963 0.331 0.515
H5 -0.326 2.369 -0.976
H6 1.286 2.103 -0.416
H7 0.910 1.078 -2.661
H8 1.555 -0.035 -1.501
H9 -1.420 0.105 -2.185
H10 -0.217 -0.926 -2.977
H11 -0.549 -1.209 -1.294
H12 0.651 -0.199 2.156
H13 1.088 -0.658 0.741
H14 1.594 -2.718 -0.620
H15 1.041 -3.671 0.503
O1 0.892 -2.811 0.055
H16 -1.997 -1.658 1.894
H17 -0.972 -2.407 0.856
O2 -1.843 -2.006 1.010

The total charge is -1. As for the HOMO-LUMO gap (alpha / beta): 2.9442 / 9.4701 eV. Its spin multiplicity is 2. Its HOMO energy (alpha / beta) is 0.021 / -0.222 Eh. The relative energy (zero: lowest compared OMol25 entry of this formula, charge and spin) comes out at 0.00 kcal per mole. The expectation value of S² is 0.75.

Partial charges, Löwdin, in e:
1. C -0.080
2. C -0.483
3. C -0.216
4. C -0.284
5. C -0.143
6. N 0.024
7. H 0.059
8. H 0.068
9. H 0.059
10. H 0.099
11. H 0.103
12. H 0.110
13. H 0.092
14. H 0.076
15. H 0.069
16. H 0.053
17. H 0.019
18. H 0.049
19. H 0.005
20. H -0.050
21. H -0.046
22. O -0.420
23. H 0.013
24. H -0.029
25. O -0.147



Entry 5:
One molecule with the formula C5H4N2, computed with ωB97M-V/def2-TZVPD.

Positions of all 11 atoms, in Å:
C1 2.814 -0.438 0.277
C2 1.635 -0.213 0.165
C3 0.238 0.048 0.035
C4 -0.754 -0.855 -0.302
N1 -1.911 -0.162 -0.288
N2 -1.755 1.131 0.030
C5 -0.456 1.271 0.228
H1 3.858 -0.642 0.367
H2 -0.706 -1.909 -0.539
H3 -2.845 -0.501 -0.461
H4 -0.050 2.234 0.509

The total charge is 0. As for the HOMO-LUMO gap: 9.8557 eV. Its HOMO energy is -0.328 Eh. The relative energy (zero: lowest compared OMol25 entry of this formula, charge and spin) comes out at 41.49 kcal per mole. Its SMILES is C#Cc1cn[nH]c1.

Partial charges, Löwdin, in e:
1. C 0.113
2. C -0.107
3. C -0.254
4. C -0.048
5. N -0.035
6. N 0.030
7. C -0.114
8. H 0.024
9. H 0.127
10. H 0.152
11. H 0.112



Entry 6:
C26H40Cl2GeN5O5PSe2Y as an isolated structure, computed with ωB97M-V/def2-TZVPD.

Positions of all 83 atoms, in Å:
Y1 0.341 0.182 -0.157
Se1 -2.143 -6.611 3.195
N1 -2.738 -5.647 1.857
C1 -1.961 -4.596 1.751
C2 -2.152 -3.535 0.793
C3 -3.233 -3.534 -0.094
C4 -3.398 -2.469 -0.950
C5 -2.477 -1.432 -0.903
N2 -1.431 -1.417 -0.076
C6 -1.253 -2.457 0.776
C7 -0.125 -2.410 1.705
N3 0.739 -1.364 1.624
C8 1.694 -1.274 2.548
C9 1.885 -2.197 3.565
C10 1.059 -3.294 3.617
C11 0.029 -3.410 2.678
C12 -0.892 -4.521 2.701
N4 -0.828 -5.511 3.558
H1 -3.926 -4.367 -0.074
H2 -4.229 -2.425 -1.639
H3 -2.590 -0.575 -1.552
H4 2.356 -0.422 2.486
H5 2.673 -2.045 4.289
H6 1.174 -4.065 4.368
Cl1 1.846 2.251 1.268
C13 3.465 1.616 0.920
Cl2 3.237 0.099 0.017
H7 3.983 1.412 1.851
H8 3.999 2.328 0.302
O1 -0.473 -0.169 -2.600
C14 0.434 -1.047 -2.697
O2 1.126 -1.397 -1.713
C15 0.677 -1.669 -4.071
N5 0.173 -0.705 -5.112
C16 -0.586 -1.497 -6.130
C17 -1.265 -2.547 -5.265
C18 -0.141 -2.963 -4.303
H9 1.741 -1.847 -4.192
H10 0.911 -0.120 -5.500
H11 -0.462 -0.085 -4.586
H12 0.128 -1.957 -6.813
H13 -1.258 -0.859 -6.697
H14 -1.633 -3.382 -5.854
H15 -2.106 -2.109 -4.724
H16 0.494 -3.713 -4.771
H17 -0.514 -3.374 -3.367
C19 -1.674 1.657 5.753
Ge1 -0.383 2.783 4.801
C20 -0.325 4.649 5.385
C21 1.386 1.910 4.803
C22 -1.046 2.864 2.876
Se2 -1.298 1.097 2.071
C23 -3.184 1.261 1.585
H18 -1.279 1.403 6.737
H19 -1.862 0.730 5.210
H20 -2.619 2.181 5.900
H21 -0.011 4.707 6.427
H22 -1.314 5.099 5.305
H23 0.379 5.222 4.783
H24 1.633 1.670 5.838
H25 2.167 2.565 4.416
H26 1.365 0.978 4.237
H27 -0.401 3.463 2.236
H28 -2.036 3.317 2.886
H29 -3.742 1.427 2.502
H30 -3.502 0.329 1.125
H31 -3.323 2.095 0.903
C24 2.880 3.888 -2.828
O3 2.330 2.942 -1.868
P1 1.309 1.786 -2.298
O4 0.313 2.447 -3.361
C25 -0.843 3.206 -2.962
O5 2.107 0.962 -3.457
C26 3.483 0.552 -3.319
H32 3.955 3.929 -2.678
H33 2.446 4.866 -2.633
H34 2.657 3.586 -3.848
H35 -0.588 3.975 -2.231
H36 -1.611 2.545 -2.556
H37 -1.219 3.688 -3.860
H38 3.893 0.465 -4.322
H39 3.544 -0.411 -2.813
H40 4.062 1.295 -2.772

The total charge is +3. As for the HOMO-LUMO gap: 7.5546 eV. Its HOMO energy is -0.582 Eh. The relative energy (zero: lowest compared OMol25 entry of this formula, charge and spin) comes out at 9.92 kcal per mole.

Partial charges, Löwdin, in e:
1. Y 1.175
2. Se 1.271
3. N -0.211
4. C -0.339
5. C -0.059
6. C 0.059
7. C 0.001
8. C -0.123
9. N -0.016
10. C -0.128
11. C -0.135
12. N -0.038
13. C -0.151
14. C 0.011
15. C 0.065
16. C -0.056
17. C -0.336
18. N -0.209
19. H 0.138
20. H 0.128
21. H 0.115
22. H 0.065
23. H 0.132
24. H 0.140
25. Cl 0.628
26. C -0.808
27. Cl 0.680
28. H 0.061
29. H 0.054
30. O -0.134
31. C -0.645
32. O -0.091
33. C -0.138
34. N 0.111
35. C -0.080
36. C -0.127
37. C -0.079
38. H 0.167
39. H 0.185
40. H 0.161
41. H 0.148
42. H 0.145
43. H 0.136
44. H 0.122
45. H 0.134
46. H 0.128
47. C -0.207
48. Ge 0.788
49. C -0.200
50. C -0.218
51. C -0.562
52. Se 0.840
53. C -0.330
54. H 0.032
55. H 0.005
56. H 0.031
57. H 0.034
58. H 0.031
59. H 0.027
60. H 0.034
61. H 0.014
62. H -0.020
63. H -0.019
64. H 0.028
65. H 0.044
66. H 0.013
67. H 0.039
68. C -0.046
69. O -0.367
70. P 0.704
71. O -0.309
72. C -0.064
73. O -0.327
74. C -0.084
75. H 0.100
76. H 0.102
77. H 0.093
78. H 0.095
79. H 0.081
80. H 0.105
81. H 0.107
82. H 0.069
83. H 0.080



Entry 7:
One molecule with the formula CH7FN3P, computed with ωB97M-V/def2-TZVPD.

Positions of all 13 atoms, in Å:
C1 0.648 -0.757 -1.555
N1 -0.018 0.252 2.690
N2 -1.041 1.671 0.303
N3 0.783 -0.355 -0.139
F1 -1.705 -0.855 0.071
P1 -0.556 0.174 0.782
H1 0.271 -1.773 -1.771
H2 -0.164 -0.033 -2.021
H3 1.594 -0.559 -2.033
H4 0.417 -0.706 2.765
H5 -0.535 2.186 0.914
H6 -0.819 1.845 -0.638
H7 1.125 -1.089 0.632

The total charge is 0. As for the HOMO-LUMO gap: 9.1212 eV. Its HOMO energy is -0.316 Eh. The relative energy (zero: lowest compared OMol25 entry of this formula, charge and spin) comes out at 52.00 kcal per mole. Its SMILES is CN[P@@](=N)(N)F.

Partial charges, Löwdin, in e:
1. C -0.169
2. N -0.233
3. N -0.056
4. N -0.265
5. F -0.270
6. P 0.717
7. H 0.075
8. H 0.103
9. H 0.059
10. H -0.114
11. H -0.005
12. H 0.038
13. H 0.119



Entry 8:
C27H58EuNP3 as an isolated structure, computed with ωB97M-V/def2-TZVPD.

Positions of all 90 atoms, in Å:
P1 0.134 -2.710 -5.225
P2 0.170 1.286 -4.726
C1 -0.399 -1.248 -6.162
C2 0.486 0.018 -6.059
H1 -1.465 -1.042 -5.934
H2 -0.393 -1.609 -7.202
H3 1.562 -0.231 -6.084
H4 0.265 0.582 -6.984
C3 -1.352 2.007 -5.457
H5 -1.806 2.737 -4.779
H6 -2.095 1.232 -5.685
H7 -1.052 2.508 -6.383
C4 1.378 2.558 -5.130
H8 0.993 3.151 -5.970
H9 2.327 2.095 -5.422
H10 1.548 3.220 -4.275
C5 -1.126 -3.956 -5.520
H11 -1.200 -4.660 -4.681
H12 -0.871 -4.505 -6.435
H13 -2.093 -3.450 -5.652
C6 1.770 -3.247 -5.739
H14 2.469 -2.401 -5.740
H15 1.691 -3.651 -6.757
H16 2.158 -4.025 -5.066
Eu1 1.079 -0.550 1.133
C7 -0.111 1.102 -2.900
C8 -1.562 0.930 -2.860
C9 -2.087 -0.309 -3.354
C10 -2.086 -1.561 -2.383
C11 -1.155 -2.559 -2.880
C12 0.191 -2.396 -3.439
C13 1.138 -1.187 -2.996
C14 0.564 -0.089 -2.086
C15 0.636 -2.930 1.444
H17 0.218 2.053 -2.450
H18 -2.188 1.802 -2.709
H19 -1.398 -0.623 -4.170
H20 -3.088 -0.196 -3.810
H21 -1.947 -1.250 -1.336
H22 -3.107 -1.980 -2.423
H23 -1.550 -3.576 -2.967
H24 0.714 -3.342 -3.156
H25 1.601 -0.717 -3.883
H26 2.018 -1.629 -2.493
H27 -0.157 -0.539 -1.378
H28 1.360 0.375 -1.461
H29 1.462 -3.465 1.935
H30 0.410 -3.267 0.415
H31 -0.271 -2.967 2.060
C16 0.146 -1.835 4.922
C17 0.879 -0.484 5.036
C18 0.875 -0.045 6.502
C19 2.315 -0.705 4.530
P3 0.031 0.802 3.966
N1 -0.351 0.113 2.590
C20 -1.620 1.330 4.699
C21 -1.404 2.353 5.826
C22 -2.482 1.915 3.561
C23 -2.357 0.098 5.257
C24 1.151 2.281 3.616
C25 1.857 2.734 4.905
C26 2.200 1.940 2.524
C27 0.312 3.454 3.071
H32 0.730 -2.576 5.489
H33 0.074 -2.163 3.877
H34 -0.861 -1.818 5.343
H35 1.452 -0.781 7.077
H36 1.345 0.928 6.666
H37 -0.132 -0.031 6.929
H38 2.338 -1.115 3.497
H39 2.938 0.195 4.598
H40 2.773 -1.465 5.182
H41 -0.995 3.304 5.462
H42 -2.394 2.555 6.265
H43 -0.760 1.951 6.621
H44 -2.417 1.270 2.675
H45 -3.528 1.942 3.902
H46 -2.183 2.931 3.284
H47 -2.465 -0.685 4.491
H48 -1.876 -0.307 6.158
H49 -3.367 0.430 5.548
H50 2.564 1.994 5.294
H51 2.437 3.633 4.656
H52 1.145 3.017 5.692
H53 1.751 1.876 1.506
H54 2.883 2.799 2.498
H55 2.824 1.055 2.736
H56 -0.283 3.171 2.192
H57 -0.341 3.914 3.822
H58 1.015 4.237 2.750

The total charge is 0. As for the HOMO-LUMO gap (alpha / beta): 4.2519 / 4.2182 eV. Its spin multiplicity is 8. Its HOMO energy (alpha / beta) is -0.155 / -0.155 Eh. The relative energy (zero: lowest compared OMol25 entry of this formula, charge and spin) comes out at 113.69 kcal per mole. The expectation value of S² is 15.76.

Partial charges, Löwdin, in e:
1. P 0.896
2. P 0.947
3. C -0.327
4. C -0.331
5. H 0.085
6. H 0.093
7. H 0.074
8. H 0.083
9. C -0.187
10. H 0.062
11. H 0.058
12. H 0.047
13. C -0.206
14. H 0.048
15. H 0.053
16. H 0.053
17. C -0.182
18. H 0.063
19. H 0.053
20. H 0.068
21. C -0.190
22. H 0.051
23. H 0.049
24. H 0.065
25. Eu 1.260
26. C -0.420
27. C -0.319
28. C -0.271
29. C -0.261
30. C -0.281
31. C -0.466
32. C -0.172
33. C -0.202
34. C -0.389
35. H 0.112
36. H 0.065
37. H 0.040
38. H 0.113
39. H 0.079
40. H 0.099
41. H 0.043
42. H 0.104
43. H 0.062
44. H 0.105
45. H 0.066
46. H 0.064
47. H -0.084
48. H -0.085
49. H -0.083
50. C -0.087
51. C -0.616
52. C -0.095
53. C -0.097
54. P 0.795
55. N -0.477
56. C -0.613
57. C -0.095
58. C -0.101
59. C -0.098
60. C -0.609
61. C -0.095
62. C -0.144
63. C -0.099
64. H 0.091
65. H 0.034
66. H 0.056
67. H 0.087
68. H 0.059
69. H 0.060
70. H 0.048
71. H 0.055
72. H 0.091
73. H 0.054
74. H 0.087
75. H 0.061
76. H 0.060
77. H 0.081
78. H 0.057
79. H 0.090
80. H 0.058
81. H 0.085
82. H 0.062
83. H 0.084
84. H 0.069
85. H 0.034
86. H 0.086
87. H 0.046
88. H 0.082
89. H 0.061
90. H 0.085